{"formula": "C32H64NO18S6", "method": "ωB97M-V/def2-TZVPD", "e_lumo_ev": -1.8223, "homo_energy_ha": -0.4109, "charge": 1, "e_above_lowest_kj_mol": 198.3, "elements": ["N", "H", "H", "H", "H", "C", "C", "C", "O", "C", "O", "O", "H", "H", "H", "H", "H", "H", "C", "C", "C", "O", "C", "O", "O", "H", "H", "H", "H", "H", "H", "C", "C", "C", "S", "O", "O", "C", "H", "H", "H", "H", "H", "H", "H", "H", "C", "C", "C", "S", "O", "O", "C", "H", "H", "H", "H", "H", "H", "H", "H", "C", "C", "C", "S", "O", "O", "C", "H", "H", "H", "H", "H", "H", "H", "H", "C", "C", "C", "S", "O", "O", "C", "H", "H", "H", "H", "H", "H", "H", "H", "C", "C", "C", "S", "O", "O", "C", "H", "H", "H", "H", "H", "H", "H", "H", "C", "C", "C", "S", "O", "O", "C", "H", "H", "H", "H", "H", "H", "H", "H"], "xyz": [[-0.0401, 0.5068, 0.5115], [0.2559, 1.0355, -0.3927], [0.7354, 0.4917, 1.0677], [-0.3669, -0.3052, 0.2036], [-0.8856, 1.0330, 1.0345], [2.6608, -3.8043, -4.1023], [2.1056, -4.2337, -2.6444], [3.1785, -4.6748, -1.5039], [2.8429, -3.9472, -0.4374], [1.8458, -3.0205, -0.7964], [1.4512, -2.1900, 0.0180], [1.4472, -3.2150, -2.0643], [1.7510, -3.7709, -4.6608], [3.4140, -4.5010, -4.6194], [3.2314, -2.8802, -4.2010], [1.4272, -5.1641, -2.6834], [4.1900, -4.5846, -1.7289], [3.2064, -5.6801, -1.2192], [3.6638, 6.0320, 3.6331], [3.3816, 5.4606, 2.2820], [4.1993, 4.4509, 1.6405], [3.1663, 3.6986, 1.0289], [2.0204, 3.8818, 1.6242], [1.0116, 3.1396, 1.4265], [2.2389, 4.6871, 2.6128], [3.7806, 5.3019, 4.5024], [2.8673, 6.5939, 4.0742], [4.4594, 6.7595, 3.6013], [3.1693, 6.3085, 1.5806], [4.6789, 3.7301, 2.2956], [4.7894, 4.6905, 0.7305], [-4.3404, -3.9976, -1.2936], [-4.3867, -3.8284, -2.8051], [-3.3107, -2.7418, -3.1718], [-3.4773, -1.6116, -1.7983], [-4.6926, -0.8400, -1.9284], [-2.2343, -0.9333, -1.6194], [-3.7645, -2.8128, -0.5327], [-4.0183, -4.9432, -0.8033], [-5.4445, -4.0465, -1.0518], [-5.5262, -3.5005, -3.0861], [-3.9846, -4.6952, -3.4392], [-3.5129, -2.1463, -3.9538], [-2.1217, -2.9850, -3.2379], [-4.4596, -2.2839, 0.2408], [-2.7581, -3.0950, -0.0473], [1.2193, 2.4576, 6.3829], [-0.0558, 1.7510, 6.7923], [-0.3127, 0.5992, 5.7861], [0.3385, 1.2685, 4.2901], [-0.7585, 1.7215, 3.5614], [1.2423, 0.3002, 3.7419], [1.3637, 2.5209, 4.8299], [2.1168, 1.6923, 6.8095], [1.2495, 3.4189, 6.6590], [-0.9255, 2.3355, 6.7411], [0.0266, 1.1968, 7.8459], [-1.3206, 0.2501, 5.7361], [0.5250, -0.2058, 5.9928], [0.9678, 3.4448, 4.4196], [2.2564, 2.5108, 4.6424], [-3.1248, -4.4981, 3.1748], [-3.4701, -3.6907, 4.4960], [-3.0286, -2.1808, 4.1230], [-1.4349, -2.4412, 3.1856], [-0.4141, -2.3883, 4.2173], [-1.3963, -1.6373, 2.0196], [-1.6800, -4.1198, 2.7229], [-3.7816, -4.0387, 2.3516], [-3.2556, -5.5334, 3.2014], [-2.7597, -4.1757, 5.2422], [-4.5013, -3.8170, 4.7742], [-3.1642, -1.4778, 4.9232], [-3.5860, -1.9453, 3.4452], [-0.8430, -4.6795, 3.3807], [-1.6242, -4.1345, 1.6517], [4.9451, -0.8373, 0.3742], [5.6274, -1.0064, -0.9113], [4.6845, -0.2685, -1.9575], [3.8683, 0.9992, -1.1178], [2.5374, 0.5832, -1.0381], [4.5127, 2.2271, -1.6113], [4.5180, 0.7436, 0.4700], [5.6931, -1.1332, 1.0970], [3.9687, -1.2677, 0.3175], [5.9195, -2.1190, -1.2048], [6.4985, -0.3685, -0.7971], [3.8120, -0.8274, -2.4801], [5.4676, 0.0154, -2.7575], [3.7454, 0.9036, 1.2148], [5.3372, 1.5222, 0.7672], [0.2163, -0.2517, -4.9823], [1.5810, -0.0637, -4.3971], [1.7728, 1.4263, -4.2739], [0.2177, 2.0931, -3.7708], [-0.0952, 3.2299, -4.6427], [0.0191, 2.2208, -2.2978], [-0.6524, 0.7114, -4.2802], [-0.2960, -1.1314, -5.0120], [0.2693, -0.0498, -6.0218], [2.2298, -0.3102, -4.9491], [1.5035, -0.5211, -3.4202], [2.2692, 1.6841, -5.2705], [2.3910, 1.8715, -3.5332], [-1.5031, 1.0952, -5.1064], [-1.1543, 0.0752, -3.4249], [-4.8217, 3.1021, -3.7224], [-5.8414, 2.7819, -2.5706], [-5.1712, 2.8615, -1.1651], [-3.3227, 3.0309, -1.4371], [-2.6430, 2.0302, -0.6639], [-3.0466, 4.4280, -1.3492], [-3.4094, 2.5899, -3.2333], [-4.7333, 4.1330, -3.9678], [-4.9212, 2.5664, -4.7632], [-6.0998, 1.6632, -2.5575], [-6.7223, 3.3609, -2.6363], [-5.2550, 1.8399, -0.5686], [-5.5936, 3.6962, -0.6545], [-3.4166, 1.5451, -3.5498], [-2.6196, 3.2509, -3.5693]], "forces_ev_per_a": [[-2.8, 7.3, -1.4], [-0.8, -0.4, 1.8], [2.5, -0.5, 2.2], [-1.5, -5.0, -1.2], [2.5, -1.1, -1.6], [0.8, -1.7, 1.0], [3.1, -4.2, -1.5], [-0.7, -0.7, -3.1], [-2.5, 3.6, 1.7], [0.4, 1.2, 3.5], [0.6, -2.1, -2.8], [-1.2, 2.4, 1.8], [-0.3, 0.3, -0.9], [-1.5, 0.2, 1.1], [-0.5, 0.4, 0.8], [0.7, 1.5, -0.7], [2.0, 1.2, -1.0], [-1.1, -2.0, 0.1], [1.5, 0.0, 2.0], [-0.6, 2.8, 2.1], [1.3, -1.6, -2.1], [-0.1, -1.5, -2.7], [-3.7, -5.3, -0.5], [3.3, 3.2, 0.7], [-2.4, 1.5, 0.6], [0.6, 0.3, -1.6], [-1.1, 0.5, -0.6], [0.7, -0.1, 0.2], [-0.3, -0.8, 0.4], [0.6, 0.4, 0.4], [0.3, 0.5, 1.2], [-3.1, -1.3, 2.0], [0.5, 0.0, -2.5], [1.9, -1.6, 3.3], [-0.2, 0.3, 0.0], [0.1, -0.2, -0.3], [1.1, 0.7, 0.3], [0.8, 0.4, 1.7], [0.4, 0.5, -1.0], [1.1, 0.1, 0.1], [3.2, -0.7, 0.1], [-1.4, 0.7, 1.2], [-1.0, 1.8, -3.2], [-3.0, -0.1, 0.4], [1.3, -1.2, -1.4], [-1.5, 0.8, -0.7], [2.0, -5.2, -0.5], [0.1, -3.0, 1.7], [4.1, -0.4, 1.5], [1.7, -3.0, 0.3], [-2.8, 1.5, -2.3], [0.4, -0.8, -1.1], [-9.5, 2.0, 4.0], [-2.0, 2.6, -1.1], [0.6, 3.3, 2.0], [-1.1, 1.3, 0.4], [-0.2, 1.8, -2.0], [-0.4, -0.3, -0.3], [-2.2, 1.0, -0.2], [-0.3, 0.2, 0.2], [9.6, -1.1, -2.7], [-0.5, 3.7, -1.0], [3.1, -0.5, -1.0], [5.2, -5.4, 6.1], [-0.3, 0.2, 4.4], [-0.1, 0.0, -1.0], [0.1, 1.1, -1.4], [0.6, -1.6, 2.5], [0.5, -1.0, 1.0], [-0.3, -1.6, 0.2], [-1.1, 1.0, -0.3], [-0.3, 0.2, 0.2], [1.0, 0.3, 0.4], [-6.7, 2.9, -7.7], [-1.8, 1.0, -2.0], [0.7, -0.5, -0.4], [-0.4, 2.3, 1.0], [-0.6, -0.9, -2.2], [2.0, -2.7, -3.0], [5.5, 2.7, -0.1], [-3.9, 0.1, -0.4], [-2.2, -0.5, 0.1], [2.4, -0.5, 2.0], [-0.8, -0.2, 1.1], [-0.4, -1.2, 0.9], [-0.6, 2.4, 0.6], [0.6, -0.3, -0.7], [1.7, 0.3, 1.0], [-1.9, 0.4, 1.0], [-0.3, -0.3, 0.0], [-1.1, -1.7, -1.0], [1.1, 2.3, -1.3], [-8.5, 2.9, 8.5], [1.2, 0.6, -1.1], [-1.2, 2.5, 0.6], [0.2, -0.9, 1.2], [1.1, -0.2, -2.6], [-5.8, -1.5, -1.2], [-0.6, -3.1, 0.7], [0.2, 0.8, -1.3], [9.2, -4.6, -7.2], [0.9, -0.4, 0.4], [-1.5, 0.8, 1.1], [1.2, -0.4, 0.9], [2.0, -0.9, 2.7], [0.7, 2.0, -1.2], [1.2, -1.9, -0.6], [1.5, -3.1, 0.0], [0.9, -2.2, -0.1], [-3.2, -1.4, -0.9], [0.5, 0.1, 0.3], [0.8, 0.6, 0.0], [-1.3, 1.3, 0.5], [-0.3, 1.0, 0.1], [-0.6, 0.8, 2.1], [0.0, 1.6, -0.9], [-0.9, 0.6, 0.0], [-0.1, 2.3, -1.2], [0.3, 0.5, 0.9], [0.9, 0.0, 0.9], [0.4, -0.4, -0.8]], "lowdin_charge": [0.330, 0.131, 0.048, 0.008, 0.193, 0.004, -0.274, -0.145, 0.064, -0.440, 0.130, 0.081, 0.055, 0.108, 0.060, 0.171, 0.104, 0.113, -0.022, -0.320, -0.072, 0.052, -0.544, 0.091, 0.087, 0.119, 0.080, 0.085, 0.188, 0.146, 0.167, -0.261, -0.201, -0.226, 0.611, -0.303, -0.333, -0.250, 0.121, 0.124, 0.174, 0.131, 0.043, 0.166, 0.147, 0.108, -0.168, -0.229, -0.227, 0.583, -0.276, -0.318, -0.218, 0.194, 0.063, 0.091, 0.160, 0.088, 0.147, 0.118, 0.006, -0.202, -0.141, -0.136, 0.659, -0.325, -0.307, -0.238, 0.121, 0.085, 0.130, 0.099, 0.105, -0.031, 0.165, 0.069, -0.199, -0.223, -0.239, 0.598, -0.291, -0.324, -0.198, 0.119, 0.084, 0.161, 0.110, 0.110, 0.135, 0.088, 0.139, -0.225, -0.197, -0.201, 0.699, -0.319, -0.322, -0.284, 0.085, 0.117, 0.007, 0.119, 0.161, 0.069, 0.182, 0.126, -0.187, -0.198, -0.203, 0.664, -0.349, -0.300, -0.218, 0.087, 0.142, 0.120, 0.085, 0.128, 0.075, 0.085, 0.074]}